1.
{
  "formula": "C20H60BO30",
  "method": "ωB97M-V/def2-TZVPD",
  "charge": -1,
  "homo_energy_ev": -7.84,
  "orbital_gap_ev": 9.2,
  "elements": ["O", "C", "O", "B", "O", "C", "O", "O", "C", "O", "C", "O", "O", "O", "H", "H", "O", "H", "H", "O", "H", "H", "O", "H", "H", "O", "H", "H", "O", "H", "H", "C", "C", "O", "O", "H", "H", "H", "H", "H", "H", "C", "C", "O", "O", "H", "H", "H", "H", "H", "H", "C", "C", "O", "O", "H", "H", "H", "H", "H", "H", "C", "C", "O", "O", "H", "H", "H", "H", "H", "H", "C", "C", "O", "O", "H", "H", "H", "H", "H", "H", "C", "C", "O", "O", "H", "H", "H", "H", "H", "H", "C", "C", "O", "O", "H", "H", "H", "H", "H", "H", "C", "C", "O", "O", "H", "H", "H", "H", "H", "H"],
  "coordinates": [[2.49836, -0.64254, -0.76379], [1.49440, 0.02333, -0.51848], [0.28855, -0.41510, -0.20023], [-0.59945, 0.71555, 0.06665], [0.13615, 1.88282, -0.32147], [1.38420, 1.57352, -0.58035], [2.34880, 2.36132, -0.84892], [-0.96802, 0.65114, 1.52865], [-2.28941, 0.54272, 1.65128], [-3.00842, 0.34164, 2.70497], [-2.89009, 0.51188, 0.21157], [-1.90488, 0.68824, -0.63321], [-4.04317, 0.33143, -0.11340], [-2.06435, -2.82874, 2.25330], [-1.94454, -3.27941, 1.41738], [-2.67707, -2.11974, 2.05804], [-3.38858, 3.11396, -1.86476], [-3.24786, 2.17800, -1.72189], [-3.37518, 3.49540, -0.98694], [-4.03931, 0.46824, 5.21607], [-3.53859, 0.20933, 4.44245], [-3.64101, 1.29278, 5.49485], [4.84673, 2.06916, -1.78065], [4.00980, 1.89959, -1.34818], [4.85931, 3.01666, -1.91599], [2.74575, 3.99396, 1.85859], [3.12675, 3.87262, 0.98891], [1.80078, 3.93869, 1.71644], [-3.72210, 0.20163, -3.22806], [-4.31390, -0.22106, -2.60570], [-2.99322, -0.41187, -3.32075], [1.31994, 1.47567, 4.17301], [0.02458, 2.06296, 4.73041], [0.20950, 2.56628, 6.08179], [1.65543, 0.19667, 4.78320], [2.14106, 2.18230, 4.05248], [1.01999, 1.28599, 3.14240], [-0.81082, 1.38193, 4.89292], [-0.39833, 2.80197, 4.04989], [0.12367, 1.83550, 6.69839], [1.89889, -0.41117, 4.08116], [3.72681, -1.24002, 2.75063], [4.43856, -0.04606, 2.07544], [4.90154, -0.31008, 0.78169], [2.32521, -1.30773, 2.57508], [3.92991, -1.20880, 3.82109], [4.12067, -2.20288, 2.42526], [5.35064, 0.19098, 2.62319], [3.72733, 0.77263, 2.18501], [4.07340, -0.33915, 0.29700], [2.12468, -2.16237, 2.18652], [3.19268, -4.30482, -0.85932], [2.30181, -4.03290, -2.05175], [2.33189, -2.72430, -2.50192], [2.48170, -3.79083, 0.21858], [4.13625, -3.76024, -0.89396], [3.45448, -5.35339, -0.71767], [1.30266, -4.39358, -1.80739], [2.67989, -4.64814, -2.86823], [2.53379, -2.23990, -1.69805], [2.82156, -4.16032, 1.03685], [-5.64994, -2.36377, 1.75617], [-6.08488, -3.13375, 3.04549], [-7.51591, -3.08031, 3.25998], [-5.65954, -3.23540, 0.63331], [-4.65614, -1.92910, 1.86352], [-6.20711, -1.47391, 1.46323], [-5.67487, -2.53691, 3.86022], [-5.58054, -4.09333, 3.15926], [-7.93393, -3.70172, 2.65939], [-5.32401, -2.77103, -0.13700], [-1.23629, -2.85982, -2.68997], [-2.02110, -3.09556, -1.38091], [-1.42918, -3.92754, -0.39031], [-1.76826, -1.69860, -3.43979], [-1.42432, -3.79321, -3.22057], [-0.18415, -2.68392, -2.46599], [-3.05939, -3.37486, -1.55992], [-2.06349, -2.09604, -0.94819], [-1.20636, -4.79966, -0.72401], [-1.25784, -1.51200, -4.23115], [4.00116, 5.57960, -2.23430], [3.83103, 4.56594, -3.37558], [5.00111, 4.06303, -3.94373], [4.47957, 4.86196, -1.02343], [3.13313, 6.22596, -2.10448], [4.82597, 6.19939, -2.58594], [3.23862, 4.99808, -4.18205], [3.09827, 3.80050, -3.12011], [4.75617, 3.51743, -4.69468], [5.42022, 4.68532, -1.09812], [4.97379, -1.82820, -4.17734], [4.78905, -0.33015, -4.09438], [5.99050, 0.31688, -3.71415], [5.90808, -2.21723, -5.16460], [4.00970, -2.29987, -4.36750], [5.20810, -2.19607, -3.17840], [4.21827, -0.21273, -3.17323], [4.24874, 0.07480, -4.95004], [5.70717, 1.00565, -3.10842], [6.78097, -1.90321, -4.91754], [-6.75020, 1.93609, -0.36611], [-6.32990, 2.42405, 0.99202], [-6.29772, 3.86390, 1.18312], [-6.92375, 0.50287, -0.38736], [-6.04822, 2.16204, -1.16878], [-7.64786, 2.40523, -0.76887], [-5.39202, 1.93407, 1.25355], [-7.15118, 2.14798, 1.65337], [-7.15546, 4.11263, 1.53527], [-6.01594, 0.19276, -0.35129]],
  "mulliken_charge": [-0.007, 0.750, 0.023, 0.832, -0.738, 0.219, -0.618, -0.410, -0.355, -0.640, 0.783, -0.614, 0.067, -0.663, 0.343, 0.069, -0.677, 0.363, 0.359, -0.666, 0.530, 0.274, -0.694, 0.564, 0.113, -0.638, 0.256, 0.304, -0.673, 0.278, 0.448, 0.956, -0.526, -0.627, -0.631, 0.297, -0.631, 0.241, 0.290, 0.341, 0.408, -0.514, -0.192, -0.594, -0.420, 0.366, 0.367, 0.504, 0.000, 0.003, 0.091, -0.667, -0.164, -0.425, -0.370, 0.311, 0.470, -0.037, 0.410, 0.120, 0.255, 1.091, -0.738, -0.538, -0.618, -0.591, 0.188, 0.304, 0.376, 0.320, 0.286, -0.043, 0.212, -0.561, -0.523, 0.376, -0.108, 0.370, -0.326, 0.266, 0.242, -0.416, -0.514, -0.526, -0.526, 0.356, 0.310, 0.551, 0.217, 0.313, 0.321, -0.316, 0.502, -0.536, -0.589, 0.157, 0.209, -0.339, 0.247, 0.436, 0.336, -0.233, 0.058, -0.564, -0.583, 0.155, 0.353, -0.223, 0.332, 0.346, 0.371]
}


2.
{
  "formula": "C28H33CeClIN7O7S2",
  "method": "ωB97M-V/def2-TZVPD",
  "de_lowest_kcal_mol": 6.15,
  "charge": 1,
  "s_squared": 0.7507,
  "homo_energy_ev": [-8.90, -8.90],
  "spin_multiplicity": 2,
  "orbital_gap_ev": [5.1, 5.2],
  "elements": ["Ce", "C", "O", "C", "C", "O", "C", "C", "O", "C", "H", "H", "H", "H", "H", "H", "H", "H", "H", "H", "H", "H", "H", "H", "Cl", "C", "C", "C", "I", "C", "O", "C", "N", "C", "C", "C", "C", "H", "H", "H", "H", "O", "S", "O", "O", "C", "N", "C", "C", "C", "N", "C", "C", "C", "N", "C", "C", "H", "H", "H", "H", "H", "H", "C", "N", "C", "C", "N", "C", "S", "H", "H", "H", "H", "H", "H", "N", "H", "H", "H"],
  "coordinates": [[-0.13912, -0.23834, -0.17455], [1.88322, 0.84230, -2.91813], [1.17510, 1.38101, -1.79591], [1.92154, 2.37469, -1.09300], [2.68283, 1.78602, 0.08193], [1.76445, 1.21377, 1.03273], [2.48403, 0.44425, 2.00825], [1.50293, -0.27071, 2.91612], [0.65075, -1.14997, 2.17871], [1.06516, -2.52078, 2.23021], [1.99361, 1.60876, -3.68729], [1.29315, 0.01248, -3.30507], [2.86652, 0.47216, -2.62483], [1.20592, 3.12007, -0.75086], [2.63463, 2.85984, -1.76286], [3.27081, 2.56926, 0.56865], [3.35143, 0.99855, -0.27420], [3.12481, 1.10461, 2.59987], [3.10780, -0.28950, 1.48941], [0.85776, 0.44302, 3.43670], [2.06223, -0.82864, 3.66829], [1.15350, -2.84747, 3.26670], [2.02036, -2.66624, 1.71951], [0.29239, -3.10327, 1.73358], [2.53573, -6.46997, -2.96063], [2.29489, -4.89594, -2.28637], [3.36728, -4.06068, -2.13569], [3.19118, -2.79686, -1.56885], [4.86047, -1.55916, -1.25424], [1.95622, -2.31037, -1.15653], [1.80437, -1.12680, -0.60587], [0.83487, -3.18168, -1.34796], [-0.39388, -2.70297, -0.96675], [-1.42870, -3.51578, -1.07976], [-1.35240, -4.81589, -1.58584], [-0.14222, -5.29672, -2.00302], [1.00377, -4.48328, -1.89022], [4.35198, -4.38006, -2.44695], [-2.38455, -3.13401, -0.74698], [-2.25066, -5.41282, -1.64990], [-0.04602, -6.28900, -2.42130], [-5.82838, 2.09862, 6.91757], [-5.88433, 3.16108, 5.93125], [-4.58957, 3.57531, 5.41407], [-6.80328, 4.23886, 6.19300], [-6.58877, 2.19616, 4.51054], [-7.86150, 2.19580, 4.13247], [-8.17449, 1.40051, 3.11231], [-7.21391, 0.74201, 2.35405], [-5.90672, 0.82880, 2.82216], [-5.62959, 1.47480, 3.94879], [-4.70567, 0.30411, 2.16901], [-4.68153, -0.56979, 1.08232], [-3.46666, -0.91396, 0.53167], [-2.27607, -0.50304, 0.99975], [-2.31652, 0.28956, 2.09350], [-3.47145, 0.71885, 2.68225], [-9.22827, 1.33031, 2.86692], [-7.47585, 0.22818, 1.43845], [-5.59479, -0.96459, 0.65938], [-3.44704, -1.54873, -0.34606], [-1.35320, 0.58276, 2.50351], [-3.47589, 1.37216, 3.54896], [-2.16070, 5.51081, -0.21618], [-1.28798, 4.95722, 0.80113], [-0.70466, 5.65718, 1.84205], [0.04807, 4.78938, 2.54214], [-0.08322, 3.56393, 1.91564], [-0.90326, 3.66737, 0.84936], [-1.38790, 2.45768, -0.23322], [-2.41232, 6.53182, 0.05395], [-3.07105, 4.91953, -0.28857], [-1.66377, 5.50150, -1.18591], [-0.88396, 6.70554, 2.00012], [0.64449, 4.93321, 3.42459], [0.37356, 2.71005, 2.17693], [-1.71854, 0.06150, -2.31476], [-2.19513, -0.77927, -2.62668], [-1.25951, 0.45697, -3.13009], [-2.44433, 0.72948, -2.06207]],
  "mulliken_charge": [0.376, -0.722, 0.024, -0.769, -0.410, 0.466, -0.549, -0.915, -0.039, -0.934, 0.296, 0.225, 0.233, 0.081, 0.572, 0.587, 0.004, 0.554, 0.141, 0.307, 0.583, 0.378, 0.392, 0.225, -0.238, 0.502, -0.360, -0.221, 0.037, -1.088, 0.540, 0.889, 0.304, 0.067, -1.215, -0.833, 0.045, 0.483, 0.253, 0.488, 0.469, -0.670, 1.174, -0.638, -0.655, 0.068, -0.506, -0.345, -0.662, 0.412, -0.274, 1.180, -1.535, -0.067, 0.243, -0.308, -0.925, 0.426, 0.338, 0.401, 0.392, 0.493, 0.717, -0.847, 0.200, -0.277, -0.611, 0.220, 0.010, -0.431, 0.336, 0.320, 0.321, 0.465, 0.494, -0.024, -0.430, 0.236, 0.227, 0.302]
}